(1)
Below is C14H30BrIrN3P2 as an isolated structure in a non-equilibrium geometry, with properties calculated with wB97M-V/def2-TZVPD.

Charge: +3
Kohn-Sham gap (eV): 7.190
Lowest unoccupied orbital energy (eV): -11.022
Relative energy (zero: lowest compared OMol25 entry of this formula, charge and spin) (kcal/mol): 0.0

Atoms and positions in Å:
Ir -0.05 -0.42 -0.15
C -0.54 -1.61 3.17
P 0.16 -0.28 2.16
C -0.42 1.26 2.89
C 1.95 -0.32 2.47
C 2.64 0.59 1.45
P 2.14 0.07 -0.22
C 3.07 -1.43 -0.60
C 2.72 1.31 -1.39
H -0.23 -1.45 4.20
H -0.17 -2.58 2.84
H -1.63 -1.61 3.14
H -0.14 1.26 3.94
H -1.50 1.35 2.82
H 0.03 2.13 2.40
H 2.29 -1.36 2.35
H 2.18 -0.03 3.50
H 3.73 0.56 1.54
H 2.34 1.64 1.56
H 4.12 -1.14 -0.63
H 2.80 -1.83 -1.58
H 2.93 -2.20 0.16
H 3.72 1.62 -1.07
H 2.09 2.20 -1.43
H 2.80 0.89 -2.39
N -0.19 -0.45 -2.33
C -1.42 -1.06 -2.95
C -1.52 -2.53 -2.59
C -1.81 -2.82 -1.12
N -0.62 -2.56 -0.23
H -0.10 0.50 -2.66
H 0.61 -0.95 -2.72
H -1.35 -0.94 -4.03
H -2.29 -0.50 -2.60
H -0.61 -3.06 -2.90
H -2.33 -2.96 -3.18
H -2.11 -3.85 -0.98
H -2.63 -2.19 -0.76
H 0.15 -3.16 -0.53
H -0.84 -2.88 0.71
Br -0.37 5.50 -0.44
C -1.17 3.83 -0.31
C -2.55 3.69 -0.21
C -3.09 2.41 -0.09
C -2.24 1.32 -0.10
N -0.90 1.46 -0.21
C -0.38 2.69 -0.31
H -3.20 4.56 -0.20
H -4.15 2.26 0.00
H -2.62 0.31 0.00
H 0.69 2.78 -0.36



(2)
Below is a 4-piece molecular cluster, C14H30FN2O6S4 overall in a non-equilibrium geometry, with properties calculated with wB97M-V/def2-TZVPD.

Charge: -1
Kohn-Sham gap (eV): 6.141
Lowest unoccupied orbital energy (eV): 1.839

Atoms and positions in Å:
C 3.13 -5.39 -1.17
C 1.94 -4.41 -1.10
O 2.51 -3.13 -1.01
C 1.64 -2.07 -1.45
N 2.24 -0.87 -0.77
C 2.98 -0.20 -1.47
S 3.60 0.90 -2.40
N 0.33 -2.39 -0.94
C -0.79 -1.57 -1.37
F -0.49 -0.25 -1.62
C -1.55 -2.24 -2.52
C -2.37 -3.42 -1.90
C 1.75 -2.04 -3.03
O 1.03 -1.27 -3.70
O 2.60 -2.78 -3.52
H 2.89 -6.36 -0.71
H 4.03 -4.95 -0.73
H 3.36 -5.57 -2.22
H 1.35 -4.69 -0.22
H 1.39 -4.56 -2.03
H 0.32 -2.39 0.07
H -1.50 -1.57 -0.53
H -2.23 -1.52 -2.98
H -0.88 -2.68 -3.25
H -2.17 -3.52 -0.83
H -2.04 -4.36 -2.34
H -3.44 -3.28 -2.01
C 0.28 0.33 1.48
S -0.33 -0.13 3.10
O -0.63 -1.59 3.06
C -1.89 0.74 2.99
H 1.25 -0.15 1.33
H -0.42 -0.01 0.72
H 0.40 1.41 1.43
H -2.45 0.38 2.13
H -1.71 1.81 2.89
H -2.46 0.56 3.89
C 3.44 5.88 -2.74
S 4.58 4.60 -3.28
O 5.12 3.95 -2.07
C 5.85 5.73 -3.89
H 2.58 5.39 -2.28
H 3.93 6.52 -2.00
H 3.11 6.47 -3.59
H 6.18 6.38 -3.08
H 5.45 6.32 -4.71
H 6.69 5.13 -4.25
C -5.17 1.01 6.41
S -5.36 1.28 4.64
O -4.28 2.21 4.23
C -6.88 2.24 4.75
H -4.25 0.45 6.57
H -5.12 1.96 6.93
H -6.02 0.42 6.78
H -6.71 3.12 5.38
H -7.67 1.62 5.17
H -7.15 2.55 3.75



(3)
Below is C14H30InN2O4S as an isolated structure in a non-equilibrium geometry, with properties calculated with wB97M-V/def2-TZVPD.

Charge: -1
Kohn-Sham gap (eV): 6.903
Lowest unoccupied orbital energy (eV): 2.594

Atoms and positions in Å:
C 2.92 3.61 2.24
C 3.19 2.26 3.13
O 4.05 1.34 2.61
N 2.61 1.95 4.50
C 2.52 3.16 5.39
C 1.33 1.16 4.43
C 0.49 1.31 3.03
C -1.08 0.76 3.25
C -1.87 0.93 1.78
In -1.05 -0.41 0.15
C 0.99 0.22 -0.66
C 1.34 -0.50 -2.13
C 2.70 -1.42 -2.03
S 2.42 -3.18 -1.45
O 2.92 -3.34 0.04
O 3.24 -4.24 -2.28
O 0.78 -3.69 -1.53
H 3.04 4.62 2.83
H 3.77 3.63 1.40
H 1.89 3.65 1.69
H 1.98 4.09 4.92
H 3.61 3.44 5.74
H 1.91 2.82 6.36
H 1.61 0.01 4.55
H 0.58 1.44 5.30
H 0.96 0.57 2.24
H 0.37 2.41 2.64
H -1.10 -0.35 3.62
H -1.61 1.52 3.98
H -3.03 0.79 1.91
H -1.70 2.04 1.43
H -0.99 -2.12 0.77
H -2.27 -0.40 -1.21
H 0.99 1.39 -0.72
H 1.78 -0.15 0.14
H 1.58 0.42 -2.86
H 0.44 -1.14 -2.54
H 3.31 -1.44 -3.04
H 3.39 -0.89 -1.21
H 0.79 -4.52 -2.09
C -3.30 -2.73 -5.42
C -4.62 -1.96 -5.28
C -4.51 -0.77 -4.33
C -4.12 -1.25 -2.94
N -3.80 -1.65 -1.79
H -2.98 -3.16 -4.47
H -3.42 -3.55 -6.13
H -2.51 -2.07 -5.79
H -5.39 -2.66 -4.92
H -4.93 -1.61 -6.27
H -5.47 -0.25 -4.27
H -3.76 -0.06 -4.69



(4)
Below is C14H30Li2N2O10 as an isolated structure in a non-equilibrium geometry, with properties calculated with wB97M-V/def2-TZVPD.

Charge: -2
Kohn-Sham gap (eV): 3.729
Lowest unoccupied orbital energy (eV): 4.092
Relative energy (zero: lowest compared OMol25 entry of this formula, charge and spin) (kcal/mol): 0.0

Atoms and positions in Å:
Li 0.48 -1.42 -0.15
Li 3.20 -0.46 0.04
C 1.07 -1.62 2.30
O 1.33 -1.97 3.46
O 2.04 -1.27 1.65
O -0.05 -1.72 1.82
C 1.25 0.10 -2.01
O 2.12 -0.67 -1.59
O 1.41 0.88 -2.95
O 0.16 0.08 -1.42
C -3.50 7.09 0.11
O -2.19 6.84 0.62
C -2.12 7.21 2.03
C -0.73 6.92 2.59
N -0.51 5.45 2.62
C 0.88 5.19 2.67
C 1.18 3.67 2.90
O 0.74 3.00 1.74
C 0.74 1.58 1.95
H -3.39 7.27 -0.96
H -4.01 7.92 0.59
H -4.08 6.17 0.21
H -2.83 6.74 2.70
H -2.33 8.27 2.13
H -0.57 7.43 3.54
H -0.06 7.35 1.85
H -0.80 5.11 1.72
H 1.36 5.78 3.45
H 1.26 5.54 1.71
H 0.67 3.26 3.76
H 2.27 3.59 2.98
H 0.28 1.26 2.89
H 1.74 1.21 2.15
H 0.47 1.01 1.07
C 3.47 -6.22 -2.68
O 2.77 -5.52 -1.67
C 1.32 -5.59 -1.75
C 0.73 -4.56 -0.74
N 0.60 -3.19 -1.29
C -0.33 -3.20 -2.41
C -1.82 -3.76 -2.19
O -1.98 -5.11 -2.63
C -3.14 -5.71 -2.09
H 3.55 -5.55 -3.54
H 2.98 -7.13 -3.00
H 4.52 -6.45 -2.54
H 1.05 -6.62 -1.52
H 0.97 -5.40 -2.77
H 1.42 -4.60 0.10
H -0.24 -4.92 -0.39
H 1.56 -3.01 -1.58
H 0.18 -3.74 -3.21
H -0.35 -2.16 -2.72
H -2.50 -3.06 -2.68
H -2.02 -3.62 -1.13
H -2.98 -6.77 -2.25
H -4.06 -5.26 -2.47
H -3.19 -5.64 -1.01